{
  "formula": "C27H36N5OReS4SeSi",
  "method": "ωB97M-V with the def2-TZVPD basis set",
  "elements": ["Re", "C", "C", "N", "N", "C", "S", "S", "C", "C", "C", "C", "C", "C", "C", "C", "C", "C", "C", "C", "C", "O", "H", "H", "H", "H", "H", "H", "H", "H", "H", "H", "H", "H", "H", "H", "S", "C", "N", "C", "C", "C", "C", "H", "H", "H", "H", "H", "C", "N", "C", "S", "N", "C", "H", "H", "H", "H", "H", "H", "H", "H", "C", "Si", "C", "C", "Se", "H", "H", "H", "H", "H", "H", "H", "H", "H"],
  "coordinates": [[0.8387, -0.8443, 0.0417], [-0.4910, -0.5924, -4.2598], [0.3480, -0.7052, -3.0197], [-0.1823, -0.5782, -1.8387], [-1.5424, -0.2517, -1.8605], [-2.1702, -0.4740, -0.7669], [-1.4563, -1.0343, 0.7131], [-3.9163, -0.2523, -0.9051], [-4.3890, 0.3723, 0.7333], [-4.1147, 1.8342, 0.9516], [-4.6418, 2.8086, 0.1080], [-4.3964, 4.1509, 0.3452], [-3.6199, 4.5393, 1.4313], [-3.0890, 3.5757, 2.2744], [-3.3341, 2.2302, 2.0296], [1.7918, -0.9239, -3.1984], [2.2618, -1.3130, -4.4690], [3.6018, -1.3905, -4.7665], [4.5371, -1.0426, -3.7908], [4.1166, -0.6778, -2.5336], [2.7548, -0.6618, -2.2101], [2.4530, -0.3611, -0.9464], [-1.4252, -0.0854, -4.0551], [-0.7306, -1.5990, -4.6120], [0.0525, -0.0792, -5.0483], [-3.8876, -0.2233, 1.4943], [-5.4555, 0.1491, 0.7941], [-5.2519, 2.5143, -0.7377], [-4.8188, 4.8990, -0.3128], [-3.4357, 5.5887, 1.6198], [-2.4909, 3.8678, 3.1275], [-2.9194, 1.4778, 2.6878], [1.5465, -1.5798, -5.2324], [3.9244, -1.7116, -5.7462], [5.5945, -1.0699, -4.0162], [4.8221, -0.4423, -1.7475], [1.2304, -3.1038, -0.7476], [0.6155, -4.3605, 0.2470], [-0.0744, -4.1319, 1.3781], [-0.6090, -5.0975, 2.1599], [-0.4618, -6.4066, 1.8229], [0.2600, -6.7078, 0.6527], [0.7869, -5.7106, -0.1202], [-0.1799, -3.1575, 1.6527], [-1.1355, -4.7517, 3.0366], [-0.8889, -7.1795, 2.4420], [0.4027, -7.7394, 0.3613], [1.3413, -5.9253, -1.0216], [2.5726, 2.9536, -2.6267], [2.1350, 2.3603, -1.3783], [0.8881, 2.3981, -0.9255], [0.4492, 1.5548, 0.5313], [-0.0146, 3.1200, -1.5747], [-1.4265, 3.2326, -1.2109], [3.6329, 2.7531, -2.7484], [2.4344, 4.0365, -2.6154], [2.0424, 2.5229, -3.4813], [2.7340, 1.6915, -0.9170], [0.2811, 3.6065, -2.4068], [-1.5322, 3.3666, -0.1382], [-1.9741, 2.3409, -1.5162], [-1.8260, 4.1058, -1.7194], [-0.4962, 0.6409, 3.8078], [1.2815, 0.1041, 3.9016], [1.6382, -0.9048, 5.4242], [2.5023, 1.4918, 3.6951], [1.6780, -1.4428, 2.1990], [-0.7733, 1.2110, 4.6978], [-1.1600, -0.2227, 3.7431], [-0.6663, 1.2666, 2.9334], [1.6602, -0.2742, 6.3149], [2.6050, -1.4022, 5.3407], [0.8770, -1.6718, 5.5736], [2.5124, 2.1491, 4.5671], [2.2657, 2.0852, 2.8145], [3.5075, 1.0844, 3.5729]],
  "relative_energy_ev": 0.000,
  "e_homo_ev": [-10.142, -10.020],
  "orbital_gap_ev": [6.41, 6.45],
  "s_squared": 0.900,
  "fmax_ev_per_a": 0.48,
  "charge": 1,
  "spin_multiplicity": 2
}